[1]
ORCA calculation (ωB97M-V/def2-TZVPD) on the molecule C2H9N5O in a non-equilibrium geometry.

Each line ends with the Löwdin charge.
Element x y z (Å)
C: 1.73668 -0.50434 -0.45989  -0.023
N: -0.28710 1.09192 0.11400  -0.247
N: 0.35033 -1.06858 -0.34516  -0.159
C: -0.68591 -0.29414 -0.00464  -0.528
N: 0.08706 1.34279 1.45286  0.053
N: -1.29777 1.99043 -0.33185  0.050
N: 0.17299 -2.45744 -0.45938  0.068
O: -1.82802 -0.67775 0.15949  0.056
H: -0.72846 1.30280 2.06685  0.084
H: 0.47643 2.28012 1.49181  0.085
H: -1.24254 2.04360 -1.34325  0.078
H: -2.22309 1.63165 -0.07894  0.074
H: -0.52306 -2.64561 -1.19280  0.097
H: -0.21356 -2.83010 0.41394  0.096
H: 2.36062 -1.37429 -0.63828  0.074
H: 2.05236 -0.01148 0.45904  0.066
H: 1.79304 0.18044 -1.30380  0.076

Output
**Structure (SMILES)**: CN(N)C(=O)N(N)N
**E_HOMO**: -9.38 eV
**2S+1**: 1
**Orbital gap**: 10.26 eV

[2]
ORCA calculation (ωB97M-V/def2-TZVPD) on a cluster of 3 separate species, C2H9N5O in total in a non-equilibrium geometry.

Each line ends with the Löwdin charge.
Element x y z (Å)
C: 7.34459 -2.05934 -0.09883  -0.357
C: 6.27762 1.57831 -1.42225  0.137
N: 7.18518 -3.20403 -0.15755  0.285
N: 7.65571 1.91383 0.53355  0.051
N: 8.51278 1.26783 1.14161  0.158
N: 7.15271 1.68766 -0.50589  0.036
N: -17.69317 -0.25520 0.33170  0.297
O: 7.65267 -0.93207 0.14251  0.062
H: 5.37990 1.08354 -1.03310  0.110
H: 6.34220 1.91366 -2.52410  0.148
H: 7.09810 -4.07153 -0.62842  0.116
H: 9.16453 1.69772 1.82401  0.181
H: 8.62063 0.30789 1.15283  0.073
H: -18.28464 -0.62009 -0.41673  0.155
H: -17.24780 -1.09563 0.84883  0.210
H: -18.28838 0.42424 0.78102  0.145
H: -16.87263 0.36322 0.03081  0.194

Output
**E_HOMO**: -15.67 eV
**Charge**: +2
**2S+1**: 1
**Orbital gap**: 10.20 eV

[3]
ORCA calculation (ωB97M-V/def2-TZVPD) on a cluster of 2 separate species, C2H9NO in total in a non-equilibrium geometry.

Each line ends with the Löwdin charge.
Element x y z (Å)
C: -5.89589 -2.62817 1.50760  -0.068
H: -5.14610 -3.07340 2.14624  0.006
H: -5.53560 -2.68584 0.39900  0.047
H: -6.76915 -3.36927 1.41866  0.032
H: -6.47555 -1.75982 1.63207  -0.017
N: 2.14747 0.19107 0.29164  -0.009
C: 1.99061 0.75832 -1.01673  -0.252
O: 2.66499 2.17134 -0.90098  -0.136
H: 2.97449 0.41706 0.85290  0.088
H: 1.39464 -0.38772 0.63023  0.065
H: 1.04138 1.01026 -1.32563  0.081
H: 2.64150 0.16900 -1.69545  0.107
H: 2.95387 2.19063 -1.83692  0.056

Output
**Structure (SMILES)**: NCO.C
**E_HOMO**: -8.98 eV
**2S+1**: 1
**Orbital gap**: 10.06 eV

[4]
ORCA calculation (ωB97M-V/def2-TZVPD) on a cluster of 2 separate species, C2H9NO in total in a non-equilibrium geometry.

Each line ends with the Löwdin charge.
Element x y z (Å)
C: -1.87052 0.81970 -0.12298  -0.139
C: 2.07834 0.60320 0.12615  -0.178
H: -1.23016 -1.22805 0.36422  -0.021
H: -2.80842 -1.08996 0.58552  0.067
H: -2.84178 1.13038 -0.47871  0.040
H: -1.71717 1.23361 0.96904  0.085
H: -1.03394 1.00494 -0.82056  0.053
H: 2.42170 -1.15364 -0.60748  0.129
H: 1.64544 1.13288 0.93898  0.057
H: 3.25720 0.60988 0.27190  0.114
H: 1.80722 1.01343 -0.82546  0.058
N: -1.98640 -0.74724 0.00741  -0.085
O: 1.64472 -0.74503 -0.05855  -0.181

Output
**Structure (SMILES)**: CN.CO
**E_HOMO**: -8.75 eV
**2S+1**: 1
**Orbital gap**: 9.63 eV

[5]
ORCA calculation (ωB97M-V/def2-TZVPD) on a cluster of 2 separate species, C2H9NO in total.

Each line ends with the Löwdin charge.
Element x y z (Å)
C: -1.00400 -2.02627 0.50941  -0.172
N: -0.61528 -1.51471 -0.78561  -0.200
C: -0.01603 -0.21047 -0.67921  -0.167
H: -0.10311 -2.25081 1.07748  0.073
H: -1.63993 -1.39150 1.13969  0.070
H: -1.60139 -2.94401 0.42275  0.077
H: -1.40171 -1.48823 -1.42409  0.095
H: -0.62724 0.46470 -0.07141  0.071
H: 0.18242 0.15230 -1.68869  0.080
H: 0.91734 -0.32731 -0.11623  0.075
H: 1.73345 3.16428 0.84536  0.029
H: 2.54380 4.34400 0.34403  0.037
O: 1.63170 4.02804 0.42654  -0.067

Output
**Structure (SMILES)**: CNC.O
**E_HOMO**: -8.81 eV
**2S+1**: 1
**Orbital gap**: 9.66 eV

[6]
ORCA calculation (ωB97M-V/def2-TZVPD) on a cluster of 2 separate species, C2H9NO in total in a non-equilibrium geometry.

Each line ends with the Löwdin charge.
Element x y z (Å)
C: 0.05988 -0.92787 -1.84933  -0.271
C: -0.53846 0.29383 1.62345  -0.241
H: 0.70805 0.26824 -0.68837  -0.013
H: 0.02185 -1.11479 -3.04776  0.109
H: 0.43671 -1.94259 -1.43840  0.081
H: -1.08928 -0.79387 -1.49847  0.108
H: 0.15192 2.13936 1.23124  0.101
H: 1.43818 0.83460 1.01623  0.133
H: -0.36257 -0.85221 1.43473  0.111
H: -0.59073 0.43946 2.66322  0.038
H: -1.54931 0.40913 1.14289  0.085
N: 0.39816 1.15017 1.01134  -0.111
O: 0.91560 0.09652 -1.60076  -0.129

Output
**Structure (SMILES)**: CN.CO
**E_HOMO**: -9.44 eV
**2S+1**: 1
**Orbital gap**: 10.36 eV

[7]
ORCA calculation (ωB97M-V/def2-TZVPD) on a cluster of 3 separate species, C2H9NO in total in a non-equilibrium geometry.

Each line ends with the Löwdin charge.
Element x y z (Å)
N: -1.74438 -0.28463 2.16532  0.042
H: -0.88780 -0.57235 2.53953  -0.015
H: 4.17748 4.50006 -1.70231  0.000
H: -2.40615 -1.03265 2.49157  0.046
H: -1.86999 -0.17845 1.22900  -0.073
C: -0.19512 -1.61053 -0.95860  -0.166
O: -1.42003 -1.20475 -0.36956  -0.116
C: -0.36262 -0.18224 -0.55118  -0.110
H: -0.32769 -2.05840 -1.91283  0.099
H: 0.56282 -2.06509 -0.34595  0.098
H: -0.51650 0.40423 -1.41614  0.090
H: 0.26727 0.18486 0.23738  0.105
H: 4.72272 4.09995 -1.40624  0.000

Output
**Structure (SMILES)**: [H][H].C1CO1.N
**E_HOMO**: -9.25 eV
**2S+1**: 1
**Orbital gap**: 10.27 eV

[8]
ORCA calculation (ωB97M-V/def2-TZVPD) on a cluster of 2 separate species, C2H9NO in total in a non-equilibrium geometry.

Each line ends with the Löwdin spin population.
Element x y z (Å)
C: 1.43928 -0.82429 1.93571  0.003
H: 0.56907 -1.29647 2.41206  0.000
H: 1.60651 -1.09235 0.87486  0.000
H: 1.44558 0.30214 2.15775  0.001
H: 2.34625 -1.13622 2.46032  0.001
N: -0.60686 1.25449 0.03869  0.747
C: -0.79807 0.54608 -1.24439  0.017
O: -0.28031 -0.83008 -1.17260  0.189
H: 0.32818 1.57869 0.03414  0.022
H: -0.88056 0.67793 0.92289  0.012
H: -0.17336 1.11564 -1.95768  0.000
H: -1.89464 0.48960 -1.63206  0.008
H: -0.70377 -1.11050 -0.31026  0.000

Output
**E_HOMO (spin up / spin down)**: -16.89 / -16.75 eV
**Charge**: +1
**2S+1**: 2
**Orbital gap (spin up / spin down)**: 12.81 / 6.81 eV

[9]
ORCA calculation (ωB97M-V/def2-TZVPD) on a cluster of 2 separate species, C2H9NO2 in total in a non-equilibrium geometry.

Each line ends with the Löwdin charge.
Element x y z (Å)
C: 2.43678 1.04580 1.97629  -0.179
O: 2.42581 0.81103 0.59574  -0.161
H: 2.38998 0.09972 2.38478  0.047
H: 1.53689 1.65036 2.22320  0.082
H: 3.31709 1.69622 2.17008  0.093
H: 1.46217 0.70874 0.30184  0.069
N: -0.53219 0.00992 -0.88084  0.014
C: -1.48589 -1.06684 -0.74332  -0.369
O: -2.80175 -0.95724 -1.26759  -0.060
H: -0.95098 0.67929 -1.51878  0.078
H: -0.69255 0.58598 -0.05409  0.062
H: -1.63035 -1.32630 0.37476  0.136
H: -1.04405 -1.99769 -1.23281  0.125
H: -3.36071 -0.86984 -0.50610  0.063

Output
**Structure (SMILES)**: NCO.CO
**E_HOMO**: -10.07 eV
**2S+1**: 1
**Orbital gap**: 10.62 eV

[10]
ORCA calculation (ωB97M-V/def2-TZVPD) on a cluster of 3 separate species, C2H9NO3 in total in a non-equilibrium geometry.

Each line ends with the Löwdin spin population.
Element x y z (Å)
O: 0.21221 -1.43891 1.67796  0.305
C: 1.06761 -0.56555 1.52091  0.275
C: 2.07757 -0.55942 0.44152  0.115
N: 1.82920 0.58654 -0.57493  0.093
H: 1.05337 0.21442 2.26664  0.028
H: 3.07634 -0.31993 0.85142  0.037
H: 2.09058 -1.54201 -0.01475  0.014
H: 2.46794 0.37337 -1.48010  0.065
H: 0.87644 0.56256 -0.79260  0.024
H: -6.31057 -1.69466 -0.78721  0.000
H: -6.24156 -1.71914 -2.11837  0.000
O: -6.97320 -1.85051 -1.47139  0.000
H: 3.39399 3.30631 -1.02960  0.008
H: 2.28405 2.31883 -0.66850  0.006
O: 2.46523 3.43245 -0.70370  0.029

Output
**E_HOMO (spin up / spin down)**: 0.20 / -3.97 eV
**Charge**: -1
**2S+1**: 2
**Orbital gap (spin up / spin down)**: 2.60 / 6.77 eV

Computed relative energy (zero: lowest compared OMol25 entry of this formula, charge and spin), in the same sequence as the records: 83.1, 23.2, 39.1, 40.9, 13.0, 39.6, 74.2, 35.5, 28.9, 28.4 kcal/mol.
Computed electronic energy, in the same sequence as the records: -11715.906, -11699.381, -5755.827, -5755.748, -5756.960, -5755.807, -5754.306, -5746.740, -7803.472, -9850.469 eV.